No. 1
# BF4H16O8

9 unconnected molecules or ions with the total composition BF4H16O8 in a non-equilibrium geometry (the ωB97M-V functional and the def2-TZVPD basis, the Open Molecules 2025 dataset).

Atoms and positions in Å:
F  1.77  -0.14  1.04
F  0.27  0.66  -0.48
F  -0.39  0.03  1.61
F  0.22  -1.58  0.03
O  1.45  -2.52  3.07
O  -2.41  -2.25  -0.28
O  -0.93  -0.19  -3.03
O  -0.91  1.10  4.03
O  -2.34  1.78  -1.52
O  1.46  -2.03  -2.44
O  2.24  1.80  -2.12
O  1.38  2.97  1.60
B  0.46  -0.29  0.54
H  1.92  1.03  -2.60
H  -0.70  0.91  3.10
H  1.41  3.15  0.66
H  -1.32  0.53  -2.52
H  1.57  1.93  -1.44
H  1.10  -2.01  -1.55
H  -0.32  -0.60  -2.41
H  -1.56  -1.86  -0.01
H  0.82  -2.53  -2.96
H  1.28  2.01  1.65
H  -2.47  -2.03  -1.22
H  -3.22  2.16  -1.56
H  -1.28  0.28  4.36
H  -1.93  2.17  -0.75
H  1.14  -2.91  2.25
H  1.28  -1.57  2.96

Properties
molecular weight: 230.92 g/mol
F_max: 1.75 eV/Å
net charge: -1
2S+1: 1
orbital gap: 10.79 eV
E_tot: -28196.275 eV

***

No. 2
# C3H2N2O2

A single C3H2N2O2 molecule in a non-equilibrium geometry (the ωB97M-V functional and the def2-TZVPD basis, the Open Molecules 2025 dataset).

Atoms and positions in Å:
O  0.15  -0.27  -0.87
O  -2.06  -0.82  -1.00
N  -1.10  0.25  1.78
N  2.16  -0.09  0.40
C  -1.25  0.02  -0.82
C  -0.04  0.15  1.34
C  0.91  -0.06  0.25
H  2.70  -0.26  -0.44
H  -1.48  1.08  -0.65

Properties
SMILES string: [H]/N=C(/C#N)OC=O
molecular weight: 98.06 g/mol
F_max: 1.27 eV/Å
2S+1: 1
orbital gap: 11.53 eV
E_tot: -10216.661 eV

***

No. 3
# C32H25AsBiF5N3O9S2

A molecular structure, C32H25AsBiF5N3O9S2 (the ωB97M-V functional and the def2-TZVPD basis, the Open Molecules 2025 dataset).

Atoms and positions in Å:
Bi  -0.35  -0.70  -0.79
As  -3.55  -1.69  0.10
S  1.66  -2.48  -2.30
S  -1.07  -1.36  2.65
F  0.28  -7.12  1.12
F  -1.66  -5.85  -0.30
F  3.49  -4.21  -0.66
F  -1.06  -3.74  -1.84
F  2.86  -6.27  0.92
O  -1.16  -2.50  3.52
O  -0.91  -1.78  1.22
O  -0.09  -0.37  3.03
O  -0.83  -0.49  -3.44
O  1.57  0.26  0.55
O  -2.46  -1.10  -1.09
O  -3.60  -3.27  0.40
O  -1.18  1.12  0.16
O  -5.04  -1.14  -0.72
N  2.67  -0.87  2.20
N  0.42  1.37  -2.06
N  0.70  2.52  -1.63
C  -0.42  4.00  2.12
C  1.95  1.77  -3.96
C  1.05  5.94  1.73
C  2.29  6.11  -0.31
C  0.88  1.11  -3.38
C  0.51  4.72  1.31
C  -1.45  -1.61  -4.05
C  0.87  4.18  0.05
C  1.23  -3.86  -1.31
C  2.37  1.42  -5.24
C  0.65  -0.26  -5.35
C  3.16  -0.82  3.56
C  -3.61  -0.57  1.69
C  -0.59  2.22  0.46
C  1.89  -5.64  0.23
C  2.39  -2.19  1.65
C  -0.96  2.83  1.72
C  -0.07  -4.34  -1.17
C  2.22  0.22  1.60
C  -2.84  0.24  3.84
C  -4.77  0.18  1.87
C  1.78  4.91  -0.74
C  1.72  0.41  -5.92
C  0.32  2.91  -0.37
C  0.22  0.10  -4.08
C  -4.00  0.97  4.00
C  -0.41  -5.42  -0.37
C  -2.64  -0.52  2.69
C  -4.97  0.95  3.01
C  0.58  -6.07  0.35
C  1.94  6.63  0.95
C  2.20  -4.57  -0.58
H  0.76  6.33  2.70
H  -2.06  0.26  4.59
H  -5.88  1.52  3.12
H  -1.90  -1.32  -5.01
H  2.06  0.12  -6.91
H  3.31  0.22  3.86
H  4.10  -1.36  3.65
H  2.41  -1.26  4.23
H  -5.53  0.15  1.10
H  2.24  -2.10  0.58
H  -2.21  -1.94  -3.35
H  -4.15  1.57  4.89
H  3.25  -2.84  1.82
H  2.06  4.52  -1.71
H  2.35  7.57  1.28
H  2.99  6.65  -0.94
H  1.50  -2.62  2.12
H  3.22  1.93  -5.68
H  -0.72  -2.41  -4.20
H  0.17  -1.06  -5.89
H  2.47  1.16  2.12
H  -0.70  4.42  3.08
H  -1.65  2.27  2.33
H  2.46  2.53  -3.39
H  -4.73  -0.62  -1.47

Properties
molecular weight: 1038.59 g/mol
F_max: 0.33 eV/Å
net charge: -1
2S+1: 1
orbital gap: 6.33 eV
E_tot: -158426.474 eV

***

No. 4
# C3H7N3O

A single C3H7N3O molecule in a non-equilibrium geometry (the ωB97M-V functional and the def2-TZVPD basis, the Open Molecules 2025 dataset).

Atoms and positions in Å:
O  0.02  -1.43  0.13
N  1.71  -0.04  -0.60
N  1.43  -1.35  -0.15
N  2.29  0.67  0.53
C  -0.50  -0.20  -0.19
C  -1.91  -0.16  0.16
C  0.36  0.63  -0.78
H  0.20  1.66  -0.91
H  -2.35  0.88  0.39
H  2.69  -0.04  1.13
H  1.45  -2.07  -0.94
H  1.54  1.06  1.04
H  -2.59  -0.57  -0.74
H  -2.16  -0.78  0.95

Properties
SMILES string: CC1=CN(N)NO1
molecular weight: 101.11 g/mol
F_max: 5.02 eV/Å
2S+1: 1
orbital gap: 9.40 eV
E_tot: -9737.619 eV